1.
Entry from the Open Molecules 2025 dataset: a single C5H8O molecule at a distorted geometry (wB97M-V/def2-TZVPD).

The LUMO energy comes out at 1.008 eV. The structure (SMILES) is C#COC(C)C. As for the HOMO-LUMO gap: 10.2 eV. The calculation puts the HOMO energy at -9.213 eV. For the total energy, the calculation gives -270.4328 Eh. The max |F| comes out at 3.99 eV Å⁻¹.

Each line ends with the Mulliken charge.
CARTESIAN COORDINATES (ANGSTROEM)
C  -2.06  2.11  0.94  -0.36
C  -1.67  0.99  0.61  0.06
O  -1.08  -0.16  0.25  -0.41
C  0.42  -0.08  0.05  0.28
C  0.76  -1.45  0.62  -1.29
C  0.78  0.07  -1.42  -1.07
H  -2.77  2.77  1.35  0.38
H  0.74  0.66  0.77  0.48
H  1.81  -1.74  0.50  0.37
H  0.30  -1.63  1.64  0.30
H  0.27  -2.04  -0.10  0.33
H  0.66  -0.89  -1.82  0.30
H  1.73  0.48  -1.54  0.35
H  0.09  0.89  -1.85  0.29

=====

2.
Entry from the Open Molecules 2025 dataset: a molecular structure, C33H57ClN2O2SiTb at a distorted geometry (wB97M-V/def2-TZVPD).

The LUMO energy (spin up / spin down) comes out at -2.989 / -2.610 eV. Its spin multiplicity is 7. As for the HOMO-LUMO gap (spin up / spin down): 7.7 / 8.1 eV. The calculation puts the HOMO energy (spin up / spin down) at -10.699 / -10.717 eV. For the total energy, the calculation gives -3125.6803 Eh. The max |F| comes out at 2.09 eV Å⁻¹. The total charge is +1. As for the expectation value of S²: 12.72.

Each line ends with the Mulliken spin population.
CARTESIAN COORDINATES (ANGSTROEM)
O  0.85  -2.34  -1.14  0.07
O  -1.05  -1.92  -5.03  0.00
C  2.01  -2.40  -2.09  0.00
C  3.06  -3.32  -1.51  0.00
H  2.35  -1.36  -2.19  0.00
H  1.66  -2.78  -3.07  0.00
H  3.38  -2.98  -0.52  0.00
H  3.94  -3.31  -2.16  0.00
H  2.71  -4.36  -1.45  0.00
C  -0.13  -3.45  -1.27  -0.01
C  -0.04  -4.27  -2.55  0.00
H  -1.12  -2.99  -1.17  0.00
H  0.07  -4.07  -0.39  0.00
H  -0.26  -3.68  -3.45  0.00
H  -0.80  -5.06  -2.50  0.00
H  0.93  -4.77  -2.66  0.00
C  -2.43  -1.80  -4.69  0.00
C  -0.80  -1.41  -6.36  0.00
C  -3.06  -3.18  -4.76  0.00
H  -2.93  -1.09  -5.39  0.00
H  -2.54  -1.39  -3.68  0.00
H  -3.08  -3.56  -5.77  0.00
H  -4.09  -3.11  -4.44  0.00
H  -2.55  -3.89  -4.11  0.00
C  -1.36  -2.26  -7.50  0.00
H  0.29  -1.34  -6.46  0.00
H  -1.19  -0.38  -6.42  0.00
H  -1.17  -3.34  -7.40  0.00
H  -0.86  -1.91  -8.40  0.00
H  -2.43  -2.10  -7.65  0.00
H  -0.63  0.90  -4.62  0.00
N  1.64  0.78  0.90  0.03
C  1.56  2.07  1.27  -0.01
C  0.39  2.82  1.09  0.01
C  -0.91  2.37  0.81  -0.03
C  2.74  2.74  1.92  0.00
H  3.64  2.71  1.29  0.00
H  2.99  2.29  2.89  0.00
H  2.48  3.79  2.08  0.00
C  -1.98  3.44  0.82  0.00
H  -2.56  3.43  1.76  0.00
H  -2.69  3.37  0.00  0.00
H  -1.51  4.42  0.77  0.00
N  -1.25  1.08  0.62  0.03
C  2.84  0.01  1.16  -0.02
C  3.90  -0.01  0.22  -0.01
C  3.80  0.78  -1.05  0.00
C  5.02  -0.77  0.51  0.00
H  5.83  -0.81  -0.21  0.00
C  5.13  -1.45  1.74  0.00
H  6.02  -2.03  1.95  0.00
C  4.11  -1.37  2.68  0.00
H  4.19  -1.87  3.65  0.00
C  2.96  -0.64  2.41  0.01
C  1.86  -0.51  3.43  0.00
C  -2.59  0.69  0.98  -0.01
C  -3.62  0.54  0.02  0.00
C  -3.38  0.88  -1.42  0.01
C  -4.88  0.13  0.43  0.00
H  -5.65  -0.01  -0.33  0.00
C  -5.17  -0.08  1.78  0.00
H  -6.16  -0.40  2.08  0.00
C  -4.19  0.16  2.74  0.00
H  -4.41  0.04  3.80  0.00
C  -2.91  0.56  2.36  0.00
C  -1.89  0.87  3.41  0.00
Tb  0.16  -0.87  0.40  5.92
H  3.14  0.30  -1.79  0.00
H  4.80  0.85  -1.50  0.00
H  3.44  1.80  -0.87  0.00
H  1.57  0.53  3.62  0.00
H  2.20  -0.94  4.38  0.00
H  0.95  -1.08  3.15  0.01
H  -4.24  0.54  -2.02  0.00
H  -2.48  0.40  -1.83  0.00
H  -3.30  1.96  -1.58  0.00
H  -0.93  0.37  3.23  0.00
H  -2.26  0.51  4.37  0.00
H  -1.70  1.95  3.50  0.00
H  0.50  3.89  1.23  0.00
C  -0.14  0.90  -3.64  0.01
Si  0.29  2.72  -3.75  0.00
H  0.75  0.25  -3.54  0.00
H  -0.82  0.63  -2.84  -0.02
C  1.60  2.63  -5.07  0.00
C  0.90  3.53  -2.17  0.00
C  -1.44  3.30  -4.23  0.00
H  -2.02  2.46  -4.66  0.00
H  -1.38  4.08  -4.99  0.00
H  -1.99  3.66  -3.36  0.00
H  2.54  2.24  -4.66  0.00
H  1.76  3.63  -5.48  0.00
H  1.32  1.96  -5.89  0.00
H  1.68  2.95  -1.67  0.00
H  0.12  3.68  -1.41  0.00
H  1.32  4.53  -2.36  0.00
Cl  -0.95  -2.33  2.09  -0.01

=====

3.
Entry from the Open Molecules 2025 dataset: a single C4H8O2 molecule at a distorted geometry (wB97M-V/def2-TZVPD).

The LUMO energy comes out at 1.020 eV. The structure (SMILES) is C1COCCO1. As for the HOMO-LUMO gap: 10.4 eV. The calculation puts the HOMO energy at -9.365 eV. For the total energy, the calculation gives -307.5398 Eh. The max |F| comes out at 7.32 eV Å⁻¹.

Each line ends with the Mulliken charge.
CARTESIAN COORDINATES (ANGSTROEM)
C  0.81  0.98  -0.29  -0.54
C  1.23  -0.08  0.48  -0.19
O  0.71  -1.21  -0.12  -0.39
C  -0.77  -0.99  -0.34  -0.59
C  -1.38  0.07  0.48  -0.17
O  -0.64  1.22  -0.20  -0.45
H  1.13  2.07  -0.35  0.32
H  1.01  0.46  -1.27  0.26
H  1.50  -0.02  1.63  0.22
H  2.24  0.04  0.18  0.30
H  -1.14  -1.93  -0.05  0.35
H  -0.90  -1.01  -1.32  0.38
H  -1.35  0.26  1.58  0.21
H  -2.41  0.26  0.16  0.29

=====

4.
Entry from the Open Molecules 2025 dataset: a molecular structure, C2H6N4O2 at a distorted geometry (wB97M-V/def2-TZVPD).

The LUMO energy comes out at 0.239 eV. As for the HOMO-LUMO gap: 9.6 eV. The calculation puts the HOMO energy at -9.398 eV. For the total energy, the calculation gives -449.0807 Eh. The max |F| comes out at 7.05 eV Å⁻¹.

Each line ends with the Mulliken charge.
CARTESIAN COORDINATES (ANGSTROEM)
C  0.95  -0.50  0.14  0.62
C  -1.97  0.25  -0.29  -0.01
H  2.68  0.05  -0.94  0.34
H  1.26  1.66  0.09  0.37
H  -0.39  -0.17  1.72  0.33
H  -1.29  -2.07  -0.22  0.35
H  -3.10  0.07  -0.74  0.29
H  -1.38  1.97  -0.83  0.24
N  1.64  0.52  0.67  -0.33
N  -0.28  -0.82  0.86  -0.21
N  -1.47  -1.01  0.29  -0.42
N  -1.09  1.18  -0.11  -0.55
O  3.06  0.30  -0.03  -0.37
O  1.37  -1.43  -0.61  -0.63